{
  "formula": "C4H9NO",
  "method": "wB97M-V/def2-TZVPD",
  "e_above_lowest_kj_mol": 17.5,
  "homo_lumo_gap_ev": 10.73,
  "charge": 0,
  "homo_energy_ev": -9.807,
  "elements": ["N", "C", "C", "C", "C", "O", "H", "H", "H", "H", "H", "H", "H", "H", "H"],
  "xyz": [[-0.4779, 1.5459, 1.0578], [0.3234, 0.6417, 0.3729], [-0.4495, -0.3038, -0.5351], [0.4108, -0.8382, -1.6689], [-1.0733, -1.4592, 0.2691], [1.5233, 0.5998, 0.4770], [-1.4451, 1.2565, 1.0268], [-0.0983, 1.8433, 1.9427], [-1.2733, 0.2536, -0.9958], [0.5681, -0.0984, -2.4418], [1.3490, -1.1659, -1.2659], [-0.0292, -1.7282, -2.1045], [-1.5004, -2.1787, -0.4153], [-1.8379, -1.2052, 0.9965], [-0.2553, -1.9587, 0.8031]],
  "atomic_forces_ev_per_a": [[0.231, -0.869, -0.466], [-0.416, 0.093, -0.117], [-0.888, 0.056, -0.469], [-0.159, -0.263, 0.352], [0.944, -0.144, 0.180], [0.353, 0.108, 0.270], [-0.026, 0.405, 0.420], [-0.138, 0.187, 0.028], [-0.014, 0.144, 0.140], [0.163, 0.154, -0.124], [0.713, 0.044, 0.124], [-0.343, -0.010, -0.228], [-0.162, -0.176, -0.185], [-0.043, 0.366, 0.057], [-0.215, -0.094, 0.017]],
  "lowdin_charge": [0.153, -0.526, -0.363, -0.066, -0.062, 0.074, 0.088, 0.104, 0.133, 0.083, 0.074, 0.074, 0.071, 0.070, 0.094]
}


{
  "formula": "C25H34N2O6S",
  "method": "wB97M-V/def2-TZVPD",
  "e_above_lowest_kj_mol": 261.2,
  "homo_lumo_gap_ev": 8.15,
  "charge": 0,
  "homo_energy_ev": -7.504,
  "elements": ["C", "H", "H", "H", "C", "N", "C", "C", "C", "C", "C", "C", "H", "H", "C", "N", "C", "O", "C", "C", "C", "C", "C", "C", "H", "O", "C", "H", "H", "H", "O", "C", "H", "H", "H", "O", "C", "H", "H", "H", "H", "C", "C", "H", "H", "S", "O", "O", "C", "C", "H", "H", "H", "H", "H", "H", "H", "H", "H", "C", "C", "H", "H", "H", "H", "H", "H", "H"],
  "xyz": [[-2.7943, 1.4450, -5.8541], [-3.0000, 0.9085, -6.7768], [-3.2656, 2.4236, -5.9098], [-1.7213, 1.5903, -5.7637], [-3.3351, 0.6603, -4.6561], [-3.0949, 1.3290, -3.3982], [-1.9561, 1.1105, -2.6657], [-1.8176, 1.5919, -1.3561], [-0.6679, 1.3691, -0.6248], [0.3960, 0.6515, -1.1532], [0.2739, 0.1779, -2.4533], [-0.8658, 0.4010, -3.1946], [-0.8936, 0.0239, -4.2032], [1.0968, -0.3636, -2.8959], [1.6620, 0.3645, -0.3755], [1.8179, 1.1817, 0.8082], [1.4973, 0.7669, 2.0600], [1.6460, 1.5008, 3.0261], [1.0180, -0.6366, 2.2522], [1.7251, -1.4146, 3.1648], [1.3046, -2.6999, 3.4604], [0.1358, -3.2241, 2.8681], [-0.5744, -2.4330, 1.9587], [-0.1200, -1.1444, 1.6608], [-0.7078, -0.5675, 0.9663], [-1.7013, -2.7701, 1.2799], [-2.3390, -4.0147, 1.4656], [-3.1660, -4.0139, 0.7551], [-1.6694, -4.8493, 1.2523], [-2.7363, -4.1185, 2.4786], [-0.2702, -4.5162, 3.1450], [-0.6082, -4.7908, 4.4910], [-0.9986, -5.8074, 4.4919], [0.2607, -4.7318, 5.1484], [-1.3809, -4.1015, 4.8507], [1.9664, -3.5359, 4.3118], [3.1468, -3.0769, 4.9246], [3.4940, -3.9034, 5.5431], [3.9145, -2.8330, 4.1840], [2.9588, -2.2039, 5.5572], [2.6005, -0.9926, 3.6296], [2.2988, 2.5587, 0.7103], [2.3059, 3.1181, -0.6951], [2.2767, 4.2032, -0.6852], [1.5315, 2.7233, -1.3431], [3.9553, 2.6677, -1.3595], [3.8588, 1.6057, -2.3279], [4.6415, 3.8599, -1.7731], [4.6660, 2.0455, 0.2068], [3.7492, 2.6687, 1.2316], [3.8189, 2.1901, 2.2079], [3.9951, 3.7255, 1.3468], [4.6174, 0.9612, 0.1902], [5.6934, 2.3842, 0.2741], [1.6577, 3.1568, 1.3716], [2.5187, 0.5077, -1.0397], [1.6595, -0.6840, -0.0608], [-0.6067, 1.7669, 0.3790], [-2.6146, 2.1416, -0.8834], [-4.1376, 2.2197, -2.9452], [-5.1774, 1.5168, -2.0685], [-4.7069, 1.0847, -1.1895], [-5.9382, 2.2246, -1.7490], [-5.6603, 0.7154, -2.6228], [-3.6926, 3.0569, -2.4016], [-4.6335, 2.6353, -3.8273], [-2.8919, -0.3381, -4.6302], [-4.4155, 0.5311, -4.7701]],
  "atomic_forces_ev_per_a": [[-0.108, -0.204, 0.194], [-0.001, -0.019, -0.161], [-0.037, 0.104, -0.027], [0.111, 0.028, -0.018], [0.186, 0.097, -0.274], [-0.166, 0.028, -0.108], [0.153, -0.016, 0.112], [-0.139, 0.115, -0.009], [0.223, -0.109, -0.147], [0.021, -0.038, 0.058], [-0.030, 0.095, 0.234], [-0.064, -0.099, -0.123], [-0.041, -0.010, -0.134], [0.110, -0.068, -0.103], [-0.169, -0.327, -0.243], [0.059, 0.087, -0.139], [0.029, -0.051, 0.074], [0.005, 0.051, 0.173], [-0.328, -0.380, 0.168], [0.150, -0.071, 0.095], [-0.005, 0.034, -0.071], [-0.179, -0.239, 0.144], [0.139, 0.038, 0.075], [0.104, -0.009, 0.119], [-0.063, 0.038, -0.093], [0.245, 0.213, 0.089], [-0.229, -0.390, -0.074], [0.041, -0.013, 0.069], [-0.111, 0.074, 0.011], [0.035, -0.005, -0.042], [0.424, 0.440, -0.362], [-0.124, -0.074, 0.330], [-0.026, 0.038, 0.063], [-0.106, -0.020, -0.064], [0.018, -0.034, -0.046], [-0.406, -0.059, -0.343], [0.219, 0.091, 0.120], [0.016, 0.092, -0.031], [-0.034, 0.009, 0.024], [0.014, -0.025, -0.042], [0.078, 0.011, 0.106], [-0.142, 0.307, 0.792], [0.656, -0.339, -0.190], [0.037, 0.060, 0.031], [0.051, 0.021, -0.154], [0.241, -0.019, -0.244], [-0.154, -0.282, 0.011], [0.076, 0.400, 0.268], [-0.469, 0.325, -0.569], [-0.225, 0.015, 0.439], [0.033, 0.079, -0.054], [0.002, 0.045, 0.068], [-0.032, -0.107, -0.051], [0.093, 0.030, -0.138], [0.146, -0.053, -0.239], [-0.134, -0.158, 0.135], [0.118, 0.168, -0.091], [0.000, 0.039, 0.110], [-0.129, 0.046, 0.011], [-0.183, -0.089, 0.269], [0.185, 0.187, -0.148], [0.020, -0.052, 0.104], [-0.136, 0.042, 0.072], [-0.066, -0.087, -0.039], [-0.038, 0.011, -0.105], [0.087, 0.051, 0.047], [-0.113, 0.014, 0.011], [0.062, -0.078, 0.050]],
  "lowdin_charge": [-0.071, 0.072, 0.069, 0.068, -0.229, -0.125, -0.214, -0.012, -0.056, -0.236, -0.024, -0.013, 0.096, 0.123, -0.105, -0.003, -0.408, 0.072, -0.132, 0.041, -0.182, -0.127, -0.174, 0.051, 0.116, -0.056, -0.065, 0.094, 0.097, 0.093, -0.112, -0.066, 0.095, 0.083, 0.100, -0.090, -0.074, 0.096, 0.098, 0.100, 0.114, -0.300, -0.132, 0.115, 0.097, 0.688, -0.331, -0.318, -0.190, -0.161, 0.118, 0.130, 0.103, 0.106, 0.155, 0.095, 0.137, 0.122, 0.097, -0.229, -0.071, 0.067, 0.072, 0.069, 0.112, 0.116, 0.113, 0.115]
}


{
  "formula": "C4H3ClO2S",
  "method": "wB97M-V/def2-TZVPD",
  "e_above_lowest_kj_mol": 380.6,
  "homo_lumo_gap_ev": 8.99,
  "charge": 0,
  "homo_energy_ev": -9.728,
  "elements": ["C", "C", "C", "C", "H", "H", "H", "O", "O", "S", "Cl"],
  "xyz": [[-1.3647, -0.0993, 1.3119], [-0.4478, -0.2888, 0.4184], [0.5215, 0.2784, -1.8276], [1.0276, -0.4178, 0.8405], [-1.1620, 0.0090, 2.3098], [1.1507, 0.1142, -2.9710], [1.5318, 0.2501, 1.6840], [0.5895, 1.6040, -1.2835], [1.8041, -0.9292, 0.0216], [-0.7161, -0.8335, -1.2927], [-2.9346, 0.3129, 0.7886]],
  "atomic_forces_ev_per_a": [[-1.758, 0.963, -1.636], [2.587, -1.827, -0.734], [1.231, 8.501, -1.225], [2.220, 0.757, -2.263], [0.378, 0.314, 2.329], [-1.952, 0.181, 3.770], [-1.604, -1.579, -0.948], [-0.030, -8.826, -3.220], [-1.237, 0.737, 2.479], [0.977, 1.024, 1.068], [-0.811, -0.245, 0.379]],
  "lowdin_charge": [-0.570, -0.577, -0.459, -0.216, 0.057, 0.174, 0.175, -0.193, -0.030, 0.965, 0.673]
}